[1]
Formula: C5H12N2O
Source: the Open Molecules 2025 dataset
Level of theory: ωB97M-V/def2-TZVPD

Output
- ΔE to the lowest compared entry with this formula, charge and spin: 23.02 kcal/mol
- SMILES: CC[C@@H](N)C(=O)NC
- Highest occupied orbital energy: -8.88 eV

CARTESIAN COORDINATES (ANGSTROEM)
C (-0.647888, 2.292991, 1.192831)
C (0.179643, 1.691303, 0.064156)
C (-0.238180, 0.230398, -0.203047)
N (-1.434396, 0.158888, -0.980091)
C (0.910779, -0.502301, -0.929297)
O (1.622534, 0.080756, -1.724149)
N (0.983774, -1.862029, -0.769553)
C (0.646591, -2.532487, 0.472538)
H (-0.328804, 3.320855, 1.436982)
H (-0.691557, 1.739631, 2.134990)
H (-1.667623, 2.439464, 0.846977)
H (-0.074607, 2.246590, -0.832356)
H (1.245183, 1.817683, 0.226728)
H (-0.398977, -0.214240, 0.787672)
H (-2.098167, -0.563854, -0.753805)
H (-1.389688, 0.246480, -1.984721)
H (1.675150, -2.312979, -1.354472)
H (0.817897, -3.596648, 0.335275)
H (-0.409370, -2.416569, 0.722870)
H (1.297705, -2.263932, 1.310473)

Cartesian forces, eV/Å:
C -0.2257 1.0196 0.0676
C -0.6789 -0.0702 0.1216
C 1.5523 0.2343 0.4385
N -1.4304 0.0073 -0.1179
C -0.2194 -0.0718 -0.1879
O -0.0553 -0.0178 -0.0932
N 0.0378 0.0809 0.2141
C 0.0609 -0.5512 -0.1102
H 0.1877 -0.4004 -0.0521
H 0.2414 -0.1902 -0.1808
H -0.2765 -0.2913 0.0199
H 0.2328 0.1503 -0.2639
H 0.1426 -0.2842 0.0840
H -0.2014 -0.1257 -0.3450
H 0.2203 -0.1187 0.1869
H 0.5669 0.1188 0.1100
H 0.0180 0.2128 0.1357
H -0.1156 -0.1391 -0.1376
H 0.1648 0.1062 0.0973
H -0.2223 0.3303 0.0130

=====

[2]
Formula: C2H3ClO2
Source: the Open Molecules 2025 dataset
Level of theory: ωB97M-V/def2-TZVPD

Output
- ΔE to the lowest compared entry with this formula, charge and spin: 60.39 kcal/mol
- Highest occupied orbital energy: -9.64 eV

CARTESIAN COORDINATES (ANGSTROEM)
C (-0.401590, 0.515505, -0.864257)
C (-0.049340, -0.134103, 0.425052)
O (0.269420, -0.580047, -1.300627)
O (1.171792, 0.072754, 0.958172)
Cl (-1.085132, -1.160329, 1.300567)
H (-1.451645, 0.476022, -1.181453)
H (0.232803, 1.401430, -0.960628)
H (1.313692, -0.591232, 1.623174)

Cartesian forces, eV/Å:
C 0.3480 0.5378 0.9145
C 1.3539 -0.4836 -2.7075
O 0.1666 -1.6459 1.7649
O -1.2595 0.8127 -0.4649
Cl -0.1781 -0.2203 -0.1303
H 0.0960 0.9067 0.4073
H -0.8670 0.6622 -0.3332
H 0.3401 -0.5695 0.5492

=====

[3]
Formula: C4H6N3O2
Source: the Open Molecules 2025 dataset
Level of theory: ωB97M-V/def2-TZVPD

Output
- ΔE to the lowest compared entry with this formula, charge and spin: 56.35 kcal/mol
- Charge: +1
- Highest occupied orbital energy (spin up / spin down): -13.34 / -13.34 eV

CARTESIAN COORDINATES (ANGSTROEM)
C (0.170720, -0.077544, 0.707154)
C (-1.576561, -1.266162, 0.059618)
C (1.440286, 0.290298, 0.070306)
C (-1.326252, 1.015474, -0.072542)
N (-0.396548, -1.294493, 0.511222)
N (-2.147814, -0.029137, -0.208004)
N (1.996928, -0.531264, -0.802891)
O (2.105326, 1.386487, 0.329824)
O (-1.293221, 2.178569, -0.218060)
H (-0.094234, 0.332866, 1.733626)
H (-2.076116, -2.126598, -0.051052)
H (-3.113497, -0.185209, -0.729529)
H (1.956310, -1.567003, -0.839755)
H (2.798834, -0.216281, -1.187476)
H (1.555841, 2.090003, 0.697552)

Cartesian forces, eV/Å:
C -2.1308 3.9544 0.4917
C 2.7533 2.7968 1.2071
C -0.6844 -1.5306 0.5727
C 2.4017 -0.3023 0.3655
N 0.5090 -2.5135 -0.4900
N -3.3967 -1.7536 -1.6642
N -2.0593 -1.5102 1.5745
O -0.4208 -0.2586 -0.6754
O -0.4927 -0.0556 -0.0407
H 1.1130 -0.3220 -1.0427
H -2.2438 -2.8499 -0.6799
H 2.5674 1.6641 1.3471
H -0.9995 1.0941 0.4024
H 3.2768 1.4516 -1.6339
H -0.1931 0.1351 0.2659

=====

[4]
Formula: C43H48Br6NO3P2STl
Source: the Open Molecules 2025 dataset
Level of theory: ωB97M-V/def2-TZVPD

Output
- ΔE to the lowest compared entry with this formula, charge and spin: 17.68 kcal/mol
- Charge: -2
- Highest occupied orbital energy: -1.39 eV

CARTESIAN COORDINATES (ANGSTROEM)
Tl (0.204847, -1.299646, -0.074082)
C (2.463972, -3.162933, 4.834517)
C (1.362217, -2.958568, 3.790743)
C (1.552809, -3.881243, 2.575758)
P (0.966188, -1.251383, 3.113092)
C (0.936677, -0.133002, 4.621549)
C (-0.053117, -0.676751, 5.652260)
C (2.274839, 0.244521, 5.254465)
C (2.475242, -0.646959, 2.267735)
C (3.738173, -1.223023, 2.191653)
C (4.758931, -0.616024, 1.477036)
C (4.517067, 0.583678, 0.819019)
C (3.266426, 1.172435, 0.862226)
C (2.214343, 0.565672, 1.570401)
N (0.907260, 1.012703, 1.560471)
C (0.579790, 2.311387, 1.725272)
C (1.453848, 3.253883, 2.354998)
C (1.075915, 4.554016, 2.600485)
C (-0.187272, 5.014897, 2.227331)
C (-1.068838, 4.115969, 1.643700)
C (-0.736897, 2.784552, 1.401828)
P (-1.920079, 1.557850, 0.733223)
C (-3.018285, 2.603506, -0.358700)
C (-4.180073, 1.739363, -0.851654)
C (-2.181649, 3.085008, -1.547131)
C (-3.022936, 1.264483, 2.233798)
C (-3.907178, 2.416511, 2.702244)
C (-2.112179, 0.791798, 3.371274)
H (2.547250, -4.229570, 5.072991)
H (2.246124, -2.634657, 5.763395)
H (3.437118, -2.824285, 4.479431)
H (0.413515, -3.241854, 4.262846)
H (2.324325, -3.524765, 1.893422)
H (0.628381, -3.940766, 1.994609)
H (1.816866, -4.895377, 2.894296)
H (0.508745, 0.781731, 4.198798)
H (0.357492, -1.542001, 6.179690)
H (-0.985313, -0.987215, 5.171682)
H (-0.293105, 0.087954, 6.397967)
H (2.711726, -0.587273, 5.810922)
H (2.135735, 1.078823, 5.952205)
H (2.991670, 0.554348, 4.493630)
H (3.942468, -2.168834, 2.673613)
H (5.726725, -1.096991, 1.404304)
H (5.310130, 1.047640, 0.242798)
H (3.071577, 2.086998, 0.314286)
H (2.438833, 2.914714, 2.649057)
H (1.764018, 5.225900, 3.105035)
H (-0.474856, 6.047271, 2.389581)
H (-2.048249, 4.483931, 1.360586)
H (-3.405909, 3.464741, 0.190103)
H (-3.785266, 0.842035, -1.338090)
H (-4.782025, 2.277023, -1.591420)
H (-4.836559, 1.429518, -0.033693)
H (-1.818362, 2.215781, -2.101320)
H (-1.319560, 3.666360, -1.217168)
H (-2.780486, 3.700926, -2.226919)
H (-3.674995, 0.430171, 1.949493)
H (-3.297549, 3.272669, 2.999094)
H (-4.489829, 2.102941, 3.575851)
H (-4.608482, 2.739371, 1.929870)
H (-1.553096, 1.642277, 3.771495)
H (-1.380463, 0.059070, 3.015892)
H (-2.693506, 0.339142, 4.181402)
Br (-3.090239, -2.535478, 1.746016)
C (-3.210115, -2.218090, -0.150437)
Br (-2.424301, -3.642971, -1.179208)
H (-2.674369, -1.304721, -0.390762)
H (-4.258549, -2.157209, -0.406709)
Br (5.420283, -6.001104, -2.831019)
C (4.073339, -4.661060, -2.794323)
C (3.423078, -4.285123, -3.951186)
Br (3.881840, -5.094614, -5.608198)
C (2.434767, -3.270903, -3.886079)
Br (1.523265, -2.811585, -5.501777)
C (2.079853, -2.606657, -2.710274)
O (1.203709, -1.647929, -2.590035)
C (2.757806, -3.022463, -1.476495)
O (2.455863, -2.489998, -0.361718)
C (3.734661, -4.033539, -1.587551)
Br (4.550197, -4.554993, 0.050537)
O (-1.270092, -0.528613, -2.315380)
S (-0.793201, -0.990253, -3.663714)
C (0.223796, 0.362320, -4.303082)
C (0.952432, 1.118982, -3.401588)
C (1.799693, 2.114978, -3.865249)
C (1.921972, 2.346709, -5.228887)
C (1.197020, 1.577447, -6.130268)
C (0.343442, 0.586633, -5.667326)
C (-2.321249, -0.517075, -4.615512)
C (-2.747885, 0.781739, -4.870473)
C (-3.999975, 1.007892, -5.425084)
C (-4.843645, -0.059997, -5.710336)
C (-4.426098, -1.356940, -5.446413)
C (-3.166616, -1.580813, -4.902979)
H (0.861052, 0.914638, -2.342727)
H (2.378651, 2.694634, -3.157085)
H (2.585319, 3.123378, -5.591633)
H (1.308744, 1.736840, -7.196693)
H (-0.225000, -0.014497, -6.366977)
H (-2.103795, 1.618793, -4.628295)
H (-4.322183, 2.023901, -5.623417)
H (-5.825969, 0.121730, -6.131703)
H (-5.083182, -2.193299, -5.657753)
H (-2.829439, -2.591161, -4.691441)

Cartesian forces, eV/Å:
Tl 0.3566 -0.2405 -0.2936
C -0.0341 0.0164 -0.0509
C 0.1829 0.0970 -0.1198
C -0.1101 0.0274 0.0634
P 0.2612 -0.3190 0.4383
C -0.0108 -0.0100 -0.1032
C -0.0048 -0.0090 -0.0634
C -0.0521 -0.0075 0.0067
C -0.2041 0.2310 -0.1531
C -0.0332 0.0347 0.0149
C 0.0660 -0.0203 0.0183
C -0.0255 -0.0045 0.0167
C 0.0065 -0.1099 -0.0237
C -0.0041 -0.0028 0.3002
N -0.1423 0.3887 -0.1462
C 0.2036 -0.2618 0.2098
C -0.0201 0.0422 -0.1106
C -0.0532 -0.0668 -0.0206
C -0.0164 0.1165 0.0060
C 0.1009 -0.0530 -0.0238
C 0.0516 -0.0321 0.0114
P -0.1995 0.1001 0.0489
C 0.1859 -0.1001 -0.0074
C 0.0653 -0.0023 0.0323
C -0.0665 -0.0703 0.0621
C 0.0891 0.0240 0.0010
C 0.0808 -0.0427 -0.0347
C -0.0836 -0.0145 -0.1809
H 0.0274 0.0126 -0.0052
H 0.0118 -0.0112 -0.0157
H -0.0164 -0.0185 0.0557
H -0.0117 0.0216 0.0353
H 0.0117 -0.0366 -0.0292
H 0.0378 0.0039 -0.0100
H -0.0173 0.0247 0.0130
H 0.0494 -0.0162 0.0042
H -0.0057 0.0116 0.0021
H 0.0463 0.0148 0.0791
H -0.0024 -0.0242 0.0056
H 0.0083 0.0318 -0.0238
H 0.0080 -0.0282 -0.0007
H 0.0061 0.0197 0.0256
H -0.0343 -0.0082 -0.0496
H -0.0198 -0.0029 -0.0086
H -0.0087 0.0178 -0.0127
H -0.0243 0.0147 0.0115
H 0.0092 -0.0012 0.0349
H 0.0440 -0.0168 -0.0450
H -0.0162 -0.0251 0.0147
H -0.0593 -0.0604 -0.0113
H -0.0682 0.0462 -0.0198
H -0.0244 -0.0071 -0.0182
H -0.0160 0.0107 0.0316
H 0.0071 -0.0115 -0.0342
H 0.0669 -0.0008 -0.0368
H 0.0015 0.0072 -0.0247
H -0.0096 -0.0060 0.0133
H 0.0735 -0.0045 -0.0383
H -0.0121 0.0192 -0.0056
H -0.0020 0.0273 -0.0050
H -0.0130 0.0296 0.0228
H -0.0319 -0.0142 0.0255
H -0.1066 0.0183 0.0195
H -0.0266 0.0606 -0.0120
Br 0.0249 0.0169 0.0321
C -0.0147 -0.0187 -0.1099
Br -0.0648 -0.0356 -0.0377
H 0.0699 0.0256 0.0246
H -0.0294 0.0017 -0.0288
Br 0.0062 -0.0035 0.0187
C -0.0830 0.0718 -0.1609
C 0.0504 0.0184 0.1749
Br -0.0292 0.0063 -0.0183
C 0.0575 -0.1319 -0.0598
Br -0.0817 0.1830 0.1261
C -0.2663 0.4649 0.1784
O 0.4785 -0.5513 -0.0410
C 0.2894 -0.2749 0.0589
O -0.2694 0.1267 0.0023
C -0.1066 0.0510 0.0777
Br 0.0282 0.0235 0.0149
O 0.2173 -0.0387 0.1683
S -1.1120 0.7835 -0.4788
C 0.1372 -0.1339 -0.0724
C -0.1075 -0.0206 0.1589
C -0.0274 0.0149 -0.0557
C -0.0013 -0.0101 -0.0034
C 0.0066 0.0006 0.0160
C 0.0077 -0.0795 0.0046
C 0.1711 -0.2589 0.0517
C 0.0561 0.0500 0.0476
C 0.0519 -0.0165 0.0571
C 0.0044 -0.0287 0.0013
C -0.0409 0.0361 -0.0153
C 0.0855 -0.0565 -0.0543
H 0.0079 -0.0079 -0.0150
H -0.0302 0.0087 0.0006
H 0.0151 -0.0311 0.0095
H -0.0419 0.0203 0.0279
H 0.0346 -0.0155 -0.0053
H 0.0013 -0.0174 -0.0004
H -0.0007 -0.0212 0.0113
H 0.0260 -0.0100 0.0032
H 0.0368 0.0177 -0.0007
H -0.0298 0.0313 0.0050